# C2H4N2S3

An isolated molecule of C2H4N2S3 (ωB97M-V/def2-TZVPD, the OMol25 dataset).

Bonds (Å) are listed after each position.
Positions of all 11 atoms, in Å:
1 N 1.1769 -1.0706 0.6163  C2 1.294, H8 0.917, H9 1.098
2 C 1.6132 -0.2146 -0.2500  N1 1.294, S3 1.718, S4 1.736
3 S 3.2574 -0.1574 -0.7434  C2 1.718
4 S 0.5632 1.0268 -0.8572  C2 1.736, N5 1.766
5 N -0.8657 1.1954 0.1664  S4 1.766, C6 1.341, H10 1.081
6 C -1.9624 0.4796 -0.1240  N5 1.341, S7 1.697, H11 1.081
7 S -1.9348 -0.9844 -0.9827  C6 1.697
8 H 1.6785 -1.8110 0.8208  N1 0.917
9 H 0.1949 -1.4574 0.3146  N1 1.098
10 H -0.8601 2.1389 0.6943  N5 1.081
11 H -2.8610 0.8546 0.3448  C6 1.081

Values from the calculation:
E_LUMO, eV: -0.217
HOMO, eV: -8.62
SMILES string: NC(=S)SNC=S
Total charge: 0

---

# C6H14N2

An isolated molecule of C6H14N2 (ωB97M-V/def2-TZVPD, the OMol25 dataset).

Bonds (Å) are listed after each position.
Positions of all 22 atoms, in Å:
1 C 0.8885 -0.3559 2.0822  C2 1.331, H9 1.085, H10 1.084
2 C 1.2365 -0.2704 0.8001  C1 1.331, N3 1.547, C4 1.488
3 N 2.7324 -0.2027 0.4106  C2 1.547, H11 1.019, H12 1.019
4 C 0.4240 -0.1864 -0.4431  C2 1.488, C5 1.530, C6 1.705, H13 1.097
5 C 0.5641 1.1538 -1.1670  C4 1.530, H14 1.094, H15 1.094, H16 1.094
6 C -1.2159 -0.5520 -0.1529  C4 1.705, C7 1.524, N8 1.455, H17 1.094
7 C -2.0070 0.6182 0.4195  C6 1.524, H18 1.097, H19 1.092, H20 1.096
8 N -1.8615 -0.9936 -1.3794  C6 1.455, H21 1.017, H22 1.017
9 H 1.6381 -0.4098 2.8654  C1 1.085
10 H -0.1407 -0.4221 2.4144  C1 1.084
11 H 2.9731 -0.9106 -0.2817  N3 1.019
12 H 3.3339 -0.2917 1.2280  N3 1.019
13 H 0.7561 -0.9891 -1.1132  C4 1.097
14 H 0.3567 1.9941 -0.4976  C5 1.094
15 H -0.1152 1.2148 -2.0228  C5 1.094
16 H 1.5820 1.2736 -1.5509  C5 1.094
17 H -1.2377 -1.3939 0.5448  C6 1.094
18 H -3.0285 0.3093 0.6736  C7 1.097
19 H -1.5508 1.0167 1.3281  C7 1.092
20 H -2.0854 1.4429 -0.2974  C7 1.096
21 H -1.8691 -0.2550 -2.0788  N8 1.017
22 H -1.3739 -1.7903 -1.7820  N8 1.017

Values from the calculation:
E_LUMO, eV: 1.008
HOMO, eV: -8.70
SMILES string: C=C(N)[C@H](C)[C@@H](C)N
Total charge: 0

---

# CH3FIN

A 2-piece molecular cluster, CH3FIN overall (ωB97M-V/def2-TZVPD, the OMol25 dataset).

Bonds (Å) are listed after each position.
Positions of all 7 atoms, in Å:
1 C -0.1939 0.5923 -0.0446  N2 1.343, I4 2.067, H5 1.097
2 N 0.9153 -0.1495 0.1038  C1 1.343, H6 1.103, H7 0.990
3 F -1.6934 -1.2623 0.8376  no bonds
4 I -1.0879 0.6042 -1.9087  C1 2.067
5 H -0.4160 1.5200 0.4970  C1 1.097
6 H 1.0072 -1.1218 -0.4095  N2 1.103
7 H 1.4686 -0.1830 0.9244  N2 0.990

Values from the calculation:
E_LUMO, eV: -1.155
HOMO, eV: -8.85
Total charge: 0